Formula: C18H48BrCl5KLiMgO8P2
Source: OMol25
Level of theory: ωB97M-V/def2-TZVPD

```
85
Properties=species:S:1:pos:R:3:mulliken_charge:R:1
C 2.493 4.065 2.725 -0.3273
C 1.762 2.594 2.693 -0.0300
C 0.556 2.519 1.515 -0.5503
O 0.430 1.177 1.190 0.0703
P -0.580 0.585 -0.085 0.3638
C -0.228 -1.240 0.426 -1.3555
C 1.102 -1.476 1.352 0.1286
C 0.773 -1.574 2.982 0.9082
O 1.046 -0.350 3.732 -0.5289
C 0.889 0.374 -1.339 -0.9184
C 2.100 1.405 -1.261 0.6273
C 3.431 0.561 -1.864 -1.1623
O 2.060 2.555 -2.230 -0.5920
C -1.098 2.286 -0.775 0.0799
Br -2.400 3.448 0.078 -0.0778
C -1.754 2.083 -2.317 -0.1735
C -2.423 3.526 -2.848 -0.7611
P -2.331 0.313 1.263 0.5938
C -3.999 0.508 0.254 -0.4991
O -2.278 1.517 2.577 -0.7359
H 1.896 4.913 2.152 0.2270
H 3.619 3.969 2.366 -0.2708
H 2.550 4.415 3.855 0.2567
H 1.208 2.463 3.716 0.2174
H 2.520 1.683 2.584 0.2737
H -0.316 3.110 2.046 0.6874
H 1.003 3.289 0.716 -0.1904
H -1.414 0.034 -1.105 0.3908
H -1.108 -1.724 1.078 0.3355
H -0.251 -1.929 -0.552 -0.0078
H 2.036 -0.825 1.093 0.0505
H 1.446 -2.593 1.090 0.2012
H -0.339 -1.959 3.107 0.2435
H 1.502 -2.410 3.423 -1.0392
H 1.965 -0.319 4.128 0.3456
H 1.374 -0.719 -1.279 0.4279
H 0.467 0.380 -2.457 0.4138
H 2.507 1.758 -0.230 -0.1785
H 4.391 1.229 -1.832 0.2992
H 3.539 -0.411 -1.197 0.2798
H 3.164 0.207 -2.950 0.3262
H 2.075 3.422 -1.727 0.3630
H -0.181 2.997 -1.068 -0.5588
H -0.921 1.877 -3.122 0.1568
H -2.645 1.330 -2.328 0.0597
H -1.767 4.457 -2.588 0.1193
H -2.382 3.437 -4.039 0.3673
H -3.560 3.624 -2.592 0.2439
H -4.686 -0.365 0.693 0.2221
H -4.555 1.504 0.501 0.2261
H -3.867 0.268 -0.879 0.1124
H -2.211 1.040 3.458 0.3266
C 6.941 4.201 2.895 -0.2819
Cl 6.032 4.779 1.494 -0.1530
Cl 5.853 3.677 4.187 -0.1232
H 7.564 3.357 2.592 0.2742
H 7.572 5.011 3.268 0.2821
Li -4.142 -1.194 2.582 0.8661
Cl -0.709 4.781 1.971 -0.2810
C -0.579 -7.264 -0.272 -0.7662
O -1.504 -6.184 -0.223 -0.4187
C -0.981 -4.998 -0.828 -0.0327
C -1.556 -4.790 -2.233 -0.5131
O -1.106 -5.806 -3.134 -0.3833
C -2.096 -6.803 -3.361 -0.7263
H -1.108 -8.182 0.001 0.2568
H -0.155 -7.393 -1.269 0.3370
H 0.224 -7.096 0.452 0.3136
H 0.115 -5.020 -0.851 0.3141
H -1.288 -4.157 -0.196 0.0454
H -1.193 -3.833 -2.624 0.3497
H -2.652 -4.748 -2.206 0.3498
H -2.877 -6.405 -4.015 0.3263
H -2.542 -7.154 -2.427 0.3138
H -1.620 -7.651 -3.859 0.2434
Mg 1.785 -4.046 4.153 -0.1871
O -2.666 4.756 -6.076 -0.7144
H -1.926 5.196 -5.632 0.3370
H -2.265 4.360 -6.864 0.2701
Cl -0.300 3.169 3.519 -0.3176
K 1.579 5.006 -1.926 0.8399
Cl -0.277 4.942 -5.708 -0.8185
O -3.755 -4.352 3.835 -0.6268
H -2.811 -4.526 3.968 0.3206
H -4.167 -4.660 4.656 0.3161
```

Properties
- Kohn-Sham gap: 3.73 eV
- Multiplicity: 1
- E: -209009.4286 eV
- Charge: 0

=====

Formula: C18H48ClF2N7O16P2S2
Source: OMol25
Level of theory: ωB97M-V/def2-TZVPD

```
96
Properties=species:S:1:pos:R:3:mulliken_charge:R:1
N 0.851 3.824 -3.257 -0.1673
S 1.600 4.802 -4.223 1.0070
O 2.583 5.698 -3.676 -0.6097
O 0.813 5.236 -5.351 -0.6128
F 2.559 3.676 -4.924 -0.3377
S -0.323 4.956 -2.843 1.0526
O -1.562 4.807 -3.553 -0.5852
O 0.077 6.261 -2.379 -0.6013
F -0.661 4.176 -1.471 -0.1272
Cl -1.138 2.335 1.514 1.5714
O -1.805 2.240 0.245 -0.5227
O -1.983 1.773 2.551 -0.7152
O 0.035 1.491 1.399 -0.5438
O -0.674 3.677 1.808 -0.7231
O 2.850 -0.152 0.073 -0.8811
P 3.851 -1.028 0.687 0.4683
N 4.161 -2.474 -0.113 0.1912
C 4.899 -2.425 -1.368 -1.1898
C 3.065 -3.474 -0.172 -1.0410
N 3.438 -1.493 2.266 0.8405
C 2.803 -0.483 3.120 -1.0204
C 3.817 -2.729 2.914 -1.3158
N 5.399 -0.398 0.816 0.2713
C 6.428 -1.090 1.589 -0.8939
C 5.833 0.735 -0.015 -0.9645
H 4.351 -1.823 -2.097 0.3497
H 5.119 -3.422 -1.754 0.4603
H 5.903 -2.050 -1.154 0.2853
H 2.171 -3.114 0.335 0.2363
H 3.463 -4.378 0.293 0.2409
H 2.807 -3.628 -1.219 0.4609
H 1.753 -0.350 2.842 -0.0691
H 2.857 -0.640 4.194 0.4508
H 3.205 0.495 2.845 0.2725
H 2.952 -3.233 3.358 0.2684
H 4.365 -3.380 2.236 0.4371
H 4.471 -2.500 3.768 0.3896
H 6.066 -1.434 2.554 0.1518
H 6.730 -1.913 0.926 0.2907
H 7.325 -0.487 1.727 0.3780
H 5.039 1.480 -0.023 0.2688
H 6.086 0.370 -1.013 0.2810
H 6.708 1.256 0.377 0.3709
O -2.003 0.188 -2.613 -0.9844
P -3.437 -0.084 -2.788 0.5333
N -4.375 1.316 -3.134 0.6158
C -5.800 1.411 -3.372 -1.0646
C -3.776 2.629 -2.840 -1.1062
N -4.243 -0.829 -1.497 0.4333
C -3.661 -0.610 -0.167 -0.1595
C -5.654 -1.202 -1.575 -1.1302
N -3.781 -1.134 -4.060 0.4120
C -3.966 -0.600 -5.411 -1.1193
C -3.960 -2.556 -3.940 -1.2276
H -6.388 1.400 -2.447 0.2296
H -6.125 0.524 -3.923 0.2957
H -6.017 2.309 -3.949 0.3400
H -2.732 2.599 -2.536 0.1697
H -4.367 3.034 -2.014 0.2884
H -3.806 3.194 -3.775 0.3617
H -2.664 -1.036 -0.090 -0.4292
H -3.602 0.440 0.129 0.3124
H -4.267 -1.119 0.588 0.4439
H -5.841 -1.478 -2.614 0.3843
H -5.805 -2.170 -1.089 0.3714
H -6.347 -0.440 -1.227 0.2613
H -5.044 -0.531 -5.605 0.2972
H -3.605 0.414 -5.569 0.3098
H -3.481 -1.279 -6.113 0.3549
H -3.620 -2.890 -2.962 0.2991
H -3.340 -3.111 -4.658 0.3690
H -4.986 -2.844 -4.204 0.3678
C 2.525 1.140 7.735 -0.6670
O 1.228 1.679 7.678 -0.3565
C 0.612 1.760 6.477 0.8290
O 1.065 1.415 5.428 -0.5254
O -0.566 2.296 6.694 -0.3657
C -1.537 2.487 5.643 -0.5478
H 2.479 0.097 8.039 0.2769
H 3.251 1.713 8.313 0.2835
H 3.042 1.164 6.769 0.2516
H -1.602 1.600 5.018 0.2590
H -1.396 3.378 5.037 0.2895
H -2.495 2.566 6.153 0.2575
C -1.161 -1.691 2.283 -0.1034
O -1.246 -2.574 1.171 -0.4889
C -0.656 -2.265 0.018 0.6480
O -0.130 -1.234 -0.269 -0.2695
O -0.835 -3.304 -0.812 -0.4501
C -0.244 -3.165 -2.098 -0.3033
H -1.838 -0.831 2.258 0.1279
H -0.143 -1.309 2.318 -0.1520
H -1.599 -2.229 3.124 0.2874
H -0.469 -2.203 -2.561 0.1902
H -0.716 -3.964 -2.668 0.3130
H 0.841 -3.263 -2.123 -0.0874
```

Properties
- Kohn-Sham gap: 7.08 eV
- Multiplicity: 1
- E: -120835.7185 eV
- Relative energy (zero: lowest compared OMol25 entry of this formula, charge and spin): 0.8519 eV
- Charge: -2

=====

Formula: C18H48ClN4O9
Source: OMol25
Level of theory: ωB97M-V/def2-TZVPD

```
80
Properties=species:S:1:pos:R:3:mulliken_charge:R:1
Cl 0.999 -1.860 -0.236 1.7267
O 0.869 -0.773 0.729 -0.5907
O 2.150 -1.585 -1.038 -0.7086
O 1.022 -3.103 0.477 -0.7096
O -0.172 -1.833 -1.097 -0.6788
C -1.660 4.053 -4.025 -0.8499
O -1.330 3.181 -2.993 -0.1535
C -2.368 2.204 -2.814 -0.8637
C -1.833 1.086 -1.886 -0.6014
N -1.152 1.643 -0.727 0.3168
C -2.038 2.347 0.194 -0.7360
C -1.348 2.428 1.560 -0.7734
O -0.188 3.243 1.441 0.0020
C 0.052 3.817 2.720 -0.9285
H -1.811 3.543 -4.991 0.3098
H -0.829 4.745 -4.161 0.2299
H -2.588 4.632 -3.901 0.3084
H -2.505 1.750 -3.801 0.4804
H -3.221 2.746 -2.401 0.3465
H -1.141 0.437 -2.419 0.3957
H -2.735 0.514 -1.598 0.3252
H -0.808 0.788 -0.288 -0.1769
H -2.928 1.701 0.300 0.4659
H -2.334 3.357 -0.087 0.2756
H -1.122 1.389 1.830 0.2440
H -2.095 2.776 2.282 0.4696
H 0.749 4.644 2.618 0.1797
H 0.345 3.026 3.418 0.3234
H -0.852 4.243 3.178 0.3910
C 4.078 1.278 0.671 -1.5340
C 2.819 2.135 0.378 1.1787
C 3.249 3.604 0.336 -0.9893
O 2.079 4.387 0.160 -0.0692
C 2.308 5.747 0.451 -1.0028
N 2.114 1.779 -0.832 -0.3345
H 3.923 0.291 0.234 0.3339
H 4.178 1.098 1.750 0.4101
H 5.038 1.749 0.445 0.3306
H 2.153 1.940 1.216 -0.1103
H 4.006 3.800 -0.437 0.3258
H 3.648 3.868 1.328 0.3575
H 2.920 5.847 1.358 0.4192
H 1.362 6.244 0.658 0.2152
H 2.857 6.223 -0.368 0.3016
H 1.793 0.815 -0.800 -0.0841
H 2.757 1.734 -1.624 0.2320
C -2.773 -1.933 -3.585 -1.1551
C -2.201 -3.256 -4.087 0.5686
C -2.758 -3.647 -5.456 -0.8499
O -2.411 -4.990 -5.713 -0.3025
C -2.991 -5.465 -6.905 -0.7262
N -0.740 -3.290 -3.991 -0.6975
H -2.514 -1.125 -4.280 0.2737
H -2.418 -1.571 -2.620 0.1459
H -3.861 -1.959 -3.454 0.4355
H -2.503 -4.055 -3.401 0.2164
H -2.371 -2.976 -6.233 0.3818
H -3.850 -3.571 -5.373 0.3578
H -2.386 -6.290 -7.292 0.2496
H -3.025 -4.683 -7.665 0.3160
H -3.959 -5.943 -6.710 0.2470
H -0.385 -2.461 -4.478 0.2976
H -0.434 -3.034 -3.051 0.2700
C 0.053 -3.316 4.514 -1.4977
C 1.071 -2.209 4.822 0.5638
C 1.893 -2.644 6.040 -0.8495
O 1.042 -2.479 7.170 -0.2809
C 1.554 -3.025 8.355 -0.7329
N 1.983 -2.049 3.670 -0.7256
H -0.523 -3.133 3.605 0.3511
H -0.651 -3.473 5.336 0.3573
H 0.553 -4.275 4.343 0.3909
H 0.590 -1.243 4.966 0.3639
H 2.771 -2.000 6.167 0.4076
H 2.262 -3.668 5.909 0.2883
H 0.783 -2.840 9.103 0.2388
H 2.507 -2.594 8.696 0.2772
H 1.763 -4.099 8.251 0.3060
H 1.935 -2.944 3.186 0.3114
H 1.583 -1.443 2.955 0.2018
```

Properties
- Kohn-Sham gap: 8.13 eV
- Multiplicity: 1
- E: -56345.8815 eV
- Relative energy (zero: lowest compared OMol25 entry of this formula, charge and spin): 0.0000 eV
- Charge: -1

=====

Formula: C18H48F6N6O10PS
Source: OMol25
Level of theory: ωB97M-V/def2-TZVPD

```
90
Properties=species:S:1:pos:R:3:mulliken_charge:R:1
S 0.151 0.362 0.066 1.9754
O 0.698 -0.493 -0.983 -1.3494
O 1.155 0.446 1.064 -1.1851
O -0.230 1.643 -0.581 -1.0179
O -1.028 -0.288 0.649 -0.5933
C -1.899 -1.466 3.443 -0.6128
C -0.968 -0.347 3.920 0.7652
O -1.402 0.788 4.340 -0.5373
N 0.552 -0.444 3.544 0.9344
H 0.701 -1.441 3.480 0.0292
H 0.686 -0.220 2.569 -0.3179
C 1.445 0.345 4.520 -0.8316
H -2.108 -1.271 2.391 -0.4051
H -2.790 -1.605 4.054 0.4825
H -1.335 -2.382 3.619 0.3979
H 1.309 -0.049 5.527 0.3623
H 0.984 1.329 4.438 0.4012
H 2.437 0.278 4.073 0.2449
C 0.536 2.109 -3.951 -0.5517
C 0.844 0.603 -4.268 0.5825
O 1.524 0.206 -5.197 -0.4124
N -0.026 -0.468 -3.502 0.2177
H 0.277 -0.439 -2.539 -0.0833
H -0.963 -0.095 -3.453 0.5284
C 0.131 -1.957 -4.106 -0.6945
H -0.541 2.266 -3.893 0.2191
H 0.965 2.836 -4.640 0.5244
H 0.980 2.462 -3.020 -0.0783
H -0.533 -1.916 -4.969 0.4117
H -0.252 -2.572 -3.292 0.2651
H 1.191 -2.065 -4.339 0.3376
C -0.289 5.424 -1.231 -0.9522
C -0.415 4.966 0.172 0.7222
O -1.227 5.397 0.963 -0.4036
N 0.578 3.858 0.621 0.2975
H 0.436 3.041 0.043 -0.1445
H 1.511 4.144 0.359 0.5215
C 0.486 3.451 2.097 -0.8934
H -0.123 4.542 -1.850 0.0703
H 0.719 5.836 -1.276 0.4410
H -1.075 6.140 -1.471 0.3241
H -0.507 3.255 2.500 0.3565
H 0.985 4.189 2.726 0.5515
H 1.057 2.534 2.243 0.1828
C -3.281 3.012 -2.120 -0.7941
C -3.465 2.807 -0.618 0.7081
O -3.673 3.720 0.092 -0.3502
N -3.161 1.431 -0.105 0.5790
H -3.432 0.784 -0.832 0.4223
H -2.174 1.224 -0.044 -0.4177
C -3.938 1.057 1.125 -0.6438
H -3.271 4.050 -2.452 0.3689
H -3.987 2.406 -2.688 0.4212
H -2.283 2.625 -2.322 -0.1126
H -3.449 0.113 1.362 0.1430
H -5.019 0.979 1.004 0.3376
H -3.618 1.868 1.778 0.4222
C 5.520 -2.029 -0.103 -1.2789
C 4.231 -1.821 -0.799 0.7568
O 3.709 -2.661 -1.590 -0.4599
N 3.453 -0.563 -0.458 0.5285
H 2.462 -0.704 -0.319 -0.4935
H 3.843 -0.191 0.396 0.4716
C 3.580 0.443 -1.624 -0.6914
H 6.045 -2.959 -0.321 0.3489
H 5.376 -1.834 0.960 0.3082
H 6.140 -1.203 -0.453 0.4353
H 4.614 0.786 -1.661 0.4817
H 2.849 1.241 -1.495 0.0694
H 3.393 -0.123 -2.537 0.3856
C -4.221 -3.138 -0.501 -1.2802
C -2.874 -3.330 0.176 0.7679
O -2.704 -4.042 1.199 -0.3989
N -1.695 -2.728 -0.626 0.6232
H -2.124 -2.410 -1.484 0.4831
H -1.422 -1.872 -0.166 -0.5824
C -0.486 -3.589 -0.835 -0.8118
H -4.495 -2.083 -0.506 0.2849
H -5.020 -3.606 0.074 0.3831
H -4.186 -3.530 -1.517 0.4174
H -0.081 -3.899 0.128 0.2736
H 0.325 -3.094 -1.370 0.1959
H -0.725 -4.515 -1.358 0.5110
P 2.107 -3.682 2.547 1.5025
F 3.608 -2.873 2.438 -0.3836
F 2.878 -5.007 3.102 -0.2895
F 1.845 -2.940 4.026 -0.4764
F 0.683 -4.472 2.680 -0.3244
F 1.389 -2.371 1.969 -0.5522
F 2.111 -4.211 0.990 -0.3724
```

Properties
- Kohn-Sham gap: 9.57 eV
- Multiplicity: 1
- E: -85267.2385 eV
- Relative energy (zero: lowest compared OMol25 entry of this formula, charge and spin): 2.9969 eV
- Charge: +3

=====

Formula: C18H49BrIO8S7
Source: OMol25
Level of theory: ωB97M-V/def2-TZVPD

```
84
Properties=species:S:1:pos:R:3:mulliken_charge:R:1
C 6.131 -0.643 -1.482 -1.3597
C 4.846 -0.170 -2.265 0.0972
C 5.162 1.229 -2.918 -0.4305
Br 5.703 1.040 -4.809 0.0105
S 3.799 2.481 -2.757 0.0804
I 4.596 3.958 -0.991 0.2040
O 2.449 1.814 -2.088 0.2622
C 1.543 1.272 -3.087 -0.8955
C 1.490 -0.298 -3.035 0.4029
C 1.210 -0.744 -1.564 -1.0844
O 0.368 -0.648 -3.838 -0.5775
H 6.192 -0.042 -0.545 0.3627
H 6.018 -1.709 -1.190 0.3724
H 7.063 -0.474 -2.064 0.3452
H 4.038 -0.103 -1.506 -0.0879
H 4.588 -0.856 -3.096 0.4036
H 6.040 1.647 -2.380 0.6133
H 0.520 1.601 -2.782 0.2050
H 1.707 1.666 -4.112 0.6833
H 2.409 -0.758 -3.463 0.2673
H 0.153 -0.536 -1.293 0.3518
H 1.836 -0.225 -0.803 0.1439
H 1.444 -1.826 -1.483 0.2956
H 0.357 -1.599 -3.965 0.3549
C 0.655 5.216 -3.549 -1.0773
S 0.004 4.683 -1.953 0.5839
O -1.406 4.251 -2.170 -0.5937
C -0.042 6.324 -1.209 -1.0861
H 0.730 4.344 -4.198 0.2456
H -0.017 5.946 -4.000 0.4378
H 1.647 5.651 -3.411 0.3619
H -0.670 6.984 -1.807 0.3747
H 0.971 6.723 -1.143 0.4050
H -0.459 6.232 -0.207 0.3395
C -1.264 -4.740 -1.097 -1.0344
S -2.066 -3.487 -0.081 0.5460
O -1.467 -2.165 -0.444 -0.6275
C -1.321 -4.008 1.475 -1.1379
H -1.560 -4.581 -2.133 0.3396
H -0.180 -4.652 -1.009 0.3055
H -1.590 -5.730 -0.775 0.3727
H -0.235 -3.967 1.402 0.5193
H -1.646 -5.023 1.709 0.4193
H -1.656 -3.331 2.260 0.3724
C -4.878 -3.898 2.014 -0.7443
S -4.883 -5.511 2.816 0.4855
O -3.922 -6.376 2.070 -0.6026
C -6.545 -5.978 2.296 -0.9373
H -3.906 -3.440 2.180 0.0608
H -5.047 -4.014 0.944 0.2882
H -5.653 -3.267 2.452 0.4657
H -6.610 -5.963 1.207 0.3016
H -7.269 -5.286 2.728 0.3509
H -6.745 -6.985 2.658 0.3332
C -4.403 4.436 -1.148 -0.8332
S -5.109 4.879 -2.746 0.5675
O -5.858 6.156 -2.564 -0.6467
C -6.322 3.544 -2.789 -0.9086
H -3.638 5.168 -0.897 0.1612
H -5.180 4.445 -0.382 0.4136
H -3.947 3.448 -1.212 0.3104
H -6.978 3.610 -1.921 0.2896
H -5.806 2.584 -2.801 0.3263
H -6.912 3.650 -3.699 0.3116
C 2.351 2.516 2.051 -0.5791
S 1.528 3.797 3.015 0.5483
O 2.153 5.097 2.634 -0.6235
C 2.220 3.312 4.608 -0.9564
H 2.086 2.659 1.004 -0.0882
H 3.433 2.601 2.168 0.3322
H 2.013 1.532 2.378 0.3903
H 3.310 3.343 4.564 0.3009
H 1.880 2.307 4.862 0.3340
H 1.866 4.015 5.360 0.3367
C 1.263 -3.243 5.175 -0.9248
S 2.268 -3.795 3.784 0.4240
O 1.355 -3.952 2.612 -0.5881
C 2.597 -5.445 4.431 -0.9860
H 0.912 -2.234 4.964 0.2899
H 0.407 -3.906 5.302 0.2919
H 1.870 -3.232 6.081 0.3962
H 1.657 -5.970 4.604 0.3136
H 3.163 -5.365 5.360 0.3948
H 3.186 -5.988 3.694 0.3127
```

Properties
- Kohn-Sham gap: 4.07 eV
- Multiplicity: 1
- E: -189817.1031 eV
- Charge: +1